<one>
ORCA calculation (ωB97M-V/def2-TZVPD) on one molecule with the formula H2NO4P.

Properties
HOMO energy (eV): -10.16
HOMO-LUMO gap (eV): 10.495
M (g/mol): 111.0

ORCA input file:
```
! RIJCOSX wB97M-V def2-TZVPD def2/J DEFGRID3
* xyz 0 1
P 0.362 0.294 -0.758
O -1.171 0.252 -1.021
O 0.912 1.476 1.397
O 0.765 -1.277 -0.691
O -0.690 0.126 1.705
N 0.136 0.672 1.023
H -1.978 -0.145 -0.615
H 1.664 -1.397 -1.040
*
```

Partial atomic charges computed with the Mulliken method, in multiples of e:
1 P 0.366
2 O -0.438
3 O -0.582
4 O -0.437
5 O -0.572
6 N 0.934
7 H 0.372
8 H 0.356

<two>
ORCA calculation (ωB97M-V/def2-TZVPD) on a 2-piece molecular cluster, H2NO4P overall.

Properties
HOMO energy (spin up / spin down) (eV): -10.17 / -9.97
HOMO-LUMO gap (spin up / spin down) (eV): 8.501 / 8.075
M (g/mol): 111.0

ORCA input file:
```
! RIJCOSX wB97M-V def2-TZVPD def2/J DEFGRID3
* xyz 0 1
P 0.212 1.758 0.075
O -1.610 -0.436 -0.521
O -1.273 -1.296 0.330
O -1.215 1.342 0.118
O -0.016 -1.706 0.301
N 1.088 0.422 -0.137
H 2.094 0.505 -0.132
H 0.719 -0.590 -0.034
*
```

Partial atomic charges computed with the Mulliken method, in multiples of e:
1 P 0.256
2 O -0.149
3 O 0.299
4 O -0.369
5 O -0.408
6 N -0.274
7 H 0.238
8 H 0.407

Energy relative to the most stable one, in kcal/mol: <one> 0.0; <two> 126.8

<one>
ORCA calculation (ωB97M-V/def2-TZVPD) on one molecule with the formula C6H8S.

Properties
HOMO energy (eV): -7.97
HOMO-LUMO gap (eV): 8.932
M (g/mol): 112.2

ORCA input file:
```
! RIJCOSX wB97M-V def2-TZVPD def2/J DEFGRID3
* xyz 0 1
S -0.912 -1.682 0.325
C -1.680 0.730 -0.308
C 0.463 -0.420 0.286
C 0.406 0.912 1.074
C 1.764 -0.983 -0.334
C -2.155 -0.505 0.039
C -0.194 0.896 -0.328
H 1.381 1.267 1.034
H 0.162 1.464 -1.243
H -3.108 -0.891 -0.100
H 2.410 -0.262 -1.101
H 2.607 -1.242 0.396
H -0.297 1.058 1.921
H 1.391 -1.945 -0.991
H -2.237 1.602 -0.669
*
```

Mulliken population analysis, charges in e, atoms 1 to 8:
1 S -0.197
2 C -0.674
3 C 0.692
4 C -0.837
5 C -1.176
6 C -0.255
7 C -0.114
8 H 0.347

<two>
ORCA calculation (ωB97M-V/def2-TZVPD) on one molecule with the formula C6H8S.

Properties
HOMO energy (eV): -8.07
HOMO-LUMO gap (eV): 8.915
M (g/mol): 112.2

ORCA input file:
```
! RIJCOSX wB97M-V def2-TZVPD def2/J DEFGRID3
* xyz 0 1
S -0.334 -1.192 0.665
C -2.441 0.145 -0.775
C -1.184 0.100 -0.238
C -0.153 1.154 -0.880
C 1.174 0.367 -0.621
C 0.915 0.085 0.887
C 2.346 0.449 0.425
H -3.306 -0.545 -1.061
H 1.223 -0.465 -1.233
H -0.205 2.070 -0.305
H 2.797 1.488 0.641
H -2.402 1.078 -1.562
H 0.518 0.883 1.473
H 3.229 -0.399 0.557
H -0.451 1.169 -1.940
*
```

Mulliken population analysis, charges in e, atoms 1 to 8:
1 S -0.176
2 C -0.672
3 C 0.405
4 C -0.984
5 C -0.202
6 C -0.150
7 C -0.392
8 H 0.302

Energy relative to the most stable one, in kcal/mol: <one> 0.0; <two> 65.0

<one>
ORCA calculation (ωB97M-V/def2-TZVPD) on C4H10N2O as an isolated structure.

Properties
HOMO energy (eV): -8.31
HOMO-LUMO gap (eV): 9.089
M (g/mol): 102.1

ORCA input file:
```
! RIJCOSX wB97M-V def2-TZVPD def2/J DEFGRID3
* xyz 0 1
O -0.632 -1.249 -0.480
N 0.919 1.021 -0.857
N -0.830 1.301 1.001
C 1.146 -0.277 -0.772
C 1.768 -0.823 0.478
C -1.623 0.314 0.769
C -1.658 -0.339 -0.583
H 2.852 -0.674 0.425
H 1.346 -0.843 -1.679
H -2.633 -0.816 -0.764
H -0.696 1.582 1.967
H 0.679 1.321 -1.796
H -2.157 -0.168 1.588
H 0.084 1.413 0.136
H 1.553 -1.884 0.575
H -1.509 0.428 -1.367
H 1.388 -0.307 1.359
*
```

Mulliken population analysis, charges in e, atoms 1 to 8:
1 O -0.644
2 N -0.667
3 N -0.399
4 C 0.227
5 C -1.011
6 C 0.060
7 C -0.511
8 H 0.340

<two>
ORCA calculation (ωB97M-V/def2-TZVPD) on one molecule with the formula C4H10N2O.

Properties
HOMO energy (eV): -9.33
HOMO-LUMO gap (eV): 10.158
M (g/mol): 102.1

ORCA input file:
```
! RIJCOSX wB97M-V def2-TZVPD def2/J DEFGRID3
* xyz 0 1
O -0.979 -0.940 2.661
N -0.456 0.289 -0.621
N 0.077 1.185 -2.982
C 1.265 -1.044 0.694
C 0.149 0.017 0.680
C -0.870 -0.137 1.776
C 0.516 0.677 -1.705
H -0.903 -0.585 -0.871
H 0.632 1.000 0.927
H 0.272 0.529 -3.735
H 0.920 -2.073 0.551
H 1.726 -0.936 1.695
H -0.891 1.446 -3.111
H -1.453 0.785 1.710
H 2.030 -0.791 -0.055
H 1.150 -0.214 -1.872
H 1.164 1.450 -1.291
*
```

Mulliken population analysis, charges in e, atoms 1 to 8:
1 O -0.476
2 N -0.429
3 N -0.572
4 C -1.317
5 C 0.384
6 C -0.163
7 C -0.369
8 H 0.267

<three>
ORCA calculation (ωB97M-V/def2-TZVPD) on a 2-piece molecular cluster, C4H10N2O overall.

Properties
HOMO energy (eV): -7.76
HOMO-LUMO gap (eV): 4.174
M (g/mol): 102.1

ORCA input file:
```
! RIJCOSX wB97M-V def2-TZVPD def2/J DEFGRID3
* xyz 0 1
O -0.367 -2.930 -0.705
N -1.406 -0.815 -0.607
N 0.347 2.324 1.774
C 0.700 -0.415 -1.677
C -0.180 0.034 -0.475
C -1.306 -2.176 -1.103
C 0.347 -0.101 1.000
H 0.744 2.537 2.660
H 1.395 -0.332 1.191
H 0.142 0.948 1.415
H 1.666 -0.012 -2.002
H -0.359 -0.647 1.641
H 0.108 3.193 1.484
H -0.019 -0.435 -2.493
H -2.038 -0.731 0.167
H -0.484 1.049 -0.701
H 0.709 -1.491 -1.569
*
```

Mulliken population analysis, charges in e, atoms 1 to 8:
1 O -0.341
2 N -0.236
3 N -0.638
4 C -1.538
5 C 0.486
6 C 0.117
7 C -0.797
8 H 0.093

<four>
ORCA calculation (ωB97M-V/def2-TZVPD) on one molecule with the formula C4H10N2O.

Properties
HOMO energy (eV): -8.59
HOMO-LUMO gap (eV): 9.383
M (g/mol): 102.1

ORCA input file:
```
! RIJCOSX wB97M-V def2-TZVPD def2/J DEFGRID3
* xyz 0 1
O 2.077 -2.116 0.928
N -2.574 0.926 0.290
N -0.345 0.301 -0.074
C 1.061 -0.166 0.014
C -1.271 0.580 0.969
C 1.617 -0.092 -1.473
C 1.012 -1.565 0.719
H 1.873 0.474 0.502
H -3.119 1.502 0.926
H -1.355 -0.318 1.830
H -2.609 1.283 -0.569
H 2.545 -0.670 -1.557
H -0.956 1.461 1.587
H 1.717 0.927 -1.705
H -0.026 -1.943 0.773
H -0.590 -0.095 -0.953
H 0.942 -0.490 -2.206
*
```

Mulliken population analysis, charges in e, atoms 1 to 8:
1 O -0.485
2 N -0.554
3 N -0.320
4 C 0.251
5 C -0.111
6 C -1.439
7 C -0.026
8 H 0.226

Energy relative to the most stable one, in kcal/mol: <one> 32.8; <two> 0.0; <three> 177.2; <four> 26.9

<one>
ORCA calculation (ωB97M-V/def2-TZVPD) on one molecule with the formula C4H7NO.

Properties
HOMO energy (eV): -9.64
HOMO-LUMO gap (eV): 10.577
M (g/mol): 85.1

ORCA input file:
```
! RIJCOSX wB97M-V def2-TZVPD def2/J DEFGRID3
* xyz 0 1
O 1.801 1.900 0.937
N -0.358 0.075 -0.533
C 0.784 -0.157 0.364
C 0.403 -1.157 -0.654
C 1.579 1.060 0.093
C -1.625 0.190 0.167
H 0.040 -2.109 -0.249
H -1.592 0.889 1.015
H 0.541 -0.442 1.393
H 0.906 -1.286 -1.605
H -2.371 0.644 -0.472
H 1.904 1.167 -0.961
H -2.010 -0.774 0.503
*
```

Mulliken population analysis, charges in e, atoms 1 to 8:
1 O -0.489
2 N -0.217
3 C -0.018
4 C -0.388
5 C -0.080
6 C -0.887
7 H 0.275
8 H 0.309

<two>
ORCA calculation (ωB97M-V/def2-TZVPD) on one molecule with the formula C4H7NO.

Properties
HOMO energy (eV): -8.93
HOMO-LUMO gap (eV): 9.983
M (g/mol): 85.1

ORCA input file:
```
! RIJCOSX wB97M-V def2-TZVPD def2/J DEFGRID3
* xyz 0 1
O 1.984 0.679 0.227
N -0.876 0.575 1.036
C 0.904 0.228 -0.524
C -1.051 -0.461 0.008
C -0.458 0.929 -0.345
C 0.272 -1.147 -0.148
H 0.291 -1.861 -0.961
H -0.708 1.939 -0.710
H -2.041 -0.874 -0.278
H 0.684 -1.584 0.762
H 1.195 0.279 -1.577
H -1.857 0.495 1.347
H 1.645 0.746 1.132
*
```

Mulliken population analysis, charges in e, atoms 1 to 8:
1 O -0.551
2 N -0.548
3 C -0.097
4 C -0.094
5 C -0.388
6 C -0.681
7 H 0.274
8 H 0.410

<three>
ORCA calculation (ωB97M-V/def2-TZVPD) on one molecule with the formula C4H7NO.

Properties
HOMO energy (eV): -8.54
HOMO-LUMO gap (eV): 9.302
M (g/mol): 85.1

ORCA input file:
```
! RIJCOSX wB97M-V def2-TZVPD def2/J DEFGRID3
* xyz 0 1
O -0.198 1.343 2.188
N -0.093 -0.886 -0.518
C 0.527 0.781 1.264
C -0.560 0.202 -1.362
C 0.858 -0.231 -1.406
C -0.008 -0.590 0.904
H -0.770 1.163 -0.887
H -1.255 -0.081 -2.149
H 0.692 -1.306 1.363
H 1.210 -0.847 -2.230
H 1.590 0.438 -0.959
H -0.986 0.808 2.449
H -1.008 -0.794 1.345
*
```

Mulliken population analysis, charges in e, atoms 1 to 8:
1 O -0.220
2 N -0.327
3 C -0.331
4 C -0.398
5 C -0.310
6 C -0.327
7 H 0.194
8 H 0.243

<four>
ORCA calculation (ωB97M-V/def2-TZVPD) on a 2-piece molecular cluster, C4H7NO overall.

Properties
HOMO energy (eV): -9.57
HOMO-LUMO gap (eV): 10.717
M (g/mol): 85.1

ORCA input file:
```
! RIJCOSX wB97M-V def2-TZVPD def2/J DEFGRID3
* xyz 0 1
O 1.318 -2.403 0.167
N 0.492 0.173 0.289
C 0.221 -2.092 0.141
C -1.837 -0.079 0.504
C 1.650 0.737 -0.335
C -0.637 0.268 -0.266
H -1.796 1.001 0.803
H 1.948 1.610 0.256
H -0.842 0.761 -1.228
H -1.702 -0.699 1.392
H 1.465 1.039 -1.376
H -2.748 -0.320 -0.048
H 2.467 0.007 -0.298
*
```

Mulliken population analysis, charges in e, atoms 1 to 8:
1 O -0.208
2 N -0.439
3 C 0.128
4 C -0.936
5 C -0.751
6 C 0.084
7 H 0.260
8 H 0.272

Energy relative to the most stable one, in kcal/mol: <one> 2.9; <two> 21.3; <three> 51.0; <four> 0.0

<one>
ORCA calculation (ωB97M-V/def2-TZVPD) on one molecule with the formula C4H7NO.

Properties
HOMO energy (eV): -9.39
HOMO-LUMO gap (eV): 10.449
M (g/mol): 85.1

ORCA input file:
```
! RIJCOSX wB97M-V def2-TZVPD def2/J DEFGRID3
* xyz 0 1
O -2.347 0.897 -0.265
N 0.614 -0.511 0.453
C -1.750 0.027 0.322
C -0.469 0.247 1.094
C 1.564 0.241 -0.346
C 0.567 -0.624 -1.005
H -2.086 -1.029 0.283
H 2.603 -0.067 -0.274
H 0.844 -1.597 -1.397
H -0.273 1.325 1.132
H -0.590 -0.129 2.119
H -0.224 -0.112 -1.554
H 1.412 1.315 -0.440
*
```

Mulliken population analysis, charges in e, atoms 1 to 8:
1 O -0.462
2 N -0.310
3 C 0.053
4 C -0.423
5 C -0.381
6 C -0.370
7 H 0.366
8 H 0.250

<two>
ORCA calculation (ωB97M-V/def2-TZVPD) on C4H7NO as an isolated structure.

Properties
HOMO energy (eV): -9.21
HOMO-LUMO gap (eV): 9.815
M (g/mol): 85.1

ORCA input file:
```
! RIJCOSX wB97M-V def2-TZVPD def2/J DEFGRID3
* xyz 0 1
O 2.486 -0.571 -0.264
N 1.884 0.630 -0.082
C -0.585 1.298 0.208
C 0.617 0.510 -0.278
C -0.088 -0.767 -0.382
C -1.378 -0.048 0.109
H -0.048 -1.466 -1.212
H 0.688 -1.560 0.444
H -2.225 -0.026 -0.593
H 1.801 -1.357 0.238
H -1.729 -0.439 1.063
H -0.481 1.717 1.216
H -0.943 2.079 -0.467
*
```

Mulliken population analysis, charges in e, atoms 1 to 8:
1 O -0.356
2 N -0.528
3 C -0.447
4 C 0.649
5 C -0.668
6 C -0.429
7 H 0.419
8 H 0.139

Energy relative to the most stable one, in kcal/mol: <one> 0.0; <two> 59.5

<one>
ORCA calculation (ωB97M-V/def2-TZVPD) on a 2-piece molecular cluster, C4H7NO overall.

Properties
HOMO energy (eV): -9.26
HOMO-LUMO gap (eV): 10.103
M (g/mol): 85.1

ORCA input file:
```
! RIJCOSX wB97M-V def2-TZVPD def2/J DEFGRID3
* xyz 0 1
O 2.290 0.184 -0.858
N -1.835 0.179 1.172
C 1.112 0.454 -0.857
C -1.255 -0.161 -0.150
C 0.169 0.118 0.245
C -0.953 1.105 0.431
H -1.108 2.135 0.143
H 0.591 -0.387 1.115
H -2.800 0.485 1.010
H 0.657 1.007 -1.710
H 2.497 -1.962 0.145
H -1.747 -0.495 -1.051
H 2.381 -2.663 0.366
*
```

Mulliken population analysis, charges in e, atoms 1 to 8:
1 O -0.452
2 N -0.549
3 C -0.209
4 C -0.245
5 C 0.140
6 C -0.269
7 H 0.308
8 H 0.450

<two>
ORCA calculation (ωB97M-V/def2-TZVPD) on one molecule with the formula C4H7NO.

Properties
HOMO energy (eV): -8.87
HOMO-LUMO gap (eV): 9.740
M (g/mol): 85.1

ORCA input file:
```
! RIJCOSX wB97M-V def2-TZVPD def2/J DEFGRID3
* xyz 0 1
O -2.045 -0.864 0.017
N -0.074 0.317 -0.017
C 0.526 1.627 0.016
C 2.081 -0.832 -0.003
C -1.453 0.192 -0.015
C 0.736 -0.812 -0.004
H -1.972 1.163 -0.075
H 1.142 1.808 -0.865
H 1.185 1.713 0.898
H -0.240 2.396 0.056
H 0.146 -1.727 0.037
H 2.599 -1.777 -0.014
H 2.684 0.069 -0.015
*
```

Mulliken population analysis, charges in e, atoms 1 to 8:
1 O -0.547
2 N 0.075
3 C -1.018
4 C -0.850
5 C 0.212
6 C 0.064
7 H 0.262
8 H 0.346

<three>
ORCA calculation (ωB97M-V/def2-TZVPD) on one molecule with the formula C4H7NO.

Properties
HOMO energy (eV): -9.62
HOMO-LUMO gap (eV): 10.647
M (g/mol): 85.1

ORCA input file:
```
! RIJCOSX wB97M-V def2-TZVPD def2/J DEFGRID3
* xyz 0 1
O -2.553 -2.150 -0.061
N 0.147 -0.040 0.495
C -0.312 -1.330 0.031
C 0.340 0.832 -0.402
C -1.646 -1.721 0.610
C 1.229 1.995 -0.117
H 0.447 -2.030 0.407
H 0.757 2.977 -0.192
H -1.740 -1.592 1.707
H -0.005 0.684 -1.440
H 1.649 1.844 0.879
H -0.354 -1.418 -1.064
H 2.040 1.949 -0.854
*
```

Mulliken population analysis, charges in e, atoms 1 to 8:
1 O -0.461
2 N -0.432
3 C -0.456
4 C 0.113
5 C 0.065
6 C -0.937
7 H 0.274
8 H 0.292

<four>
ORCA calculation (ωB97M-V/def2-TZVPD) on one molecule with the formula C4H7NO.

Properties
HOMO energy (eV): -8.77
HOMO-LUMO gap (eV): 9.956
M (g/mol): 85.1

ORCA input file:
```
! RIJCOSX wB97M-V def2-TZVPD def2/J DEFGRID3
* xyz 0 1
O 0.711 0.266 0.096
N 2.812 -0.116 -0.128
C -0.584 -0.201 0.395
C -1.670 0.815 0.338
C 1.641 -0.706 0.114
C -1.588 -0.275 -0.706
H 2.916 0.887 -0.260
H 3.643 -0.682 -0.130
H -0.584 -0.963 1.167
H -1.254 0.009 -1.699
H -1.380 1.815 0.032
H -2.311 -1.085 -0.681
H -2.453 0.774 1.088
*
```

Mulliken population analysis, charges in e, atoms 1 to 8:
1 O -0.197
2 N -0.100
3 C 0.145
4 C -0.577
5 C -0.547
6 C -0.517
7 H 0.204
8 H 0.263

Energy relative to the most stable one, in kcal/mol: <one> 86.1; <two> 0.0; <three> 15.7; <four> 44.5